[1]
Formula: C4H11N3O2
Source: the Open Molecules 2025 dataset
Level of theory: wB97M-V/def2-TZVPD

```
! RIJCOSX wB97M-V def2-TZVPD def2/J DEFGRID3
* xyz 0 1
O -2.235 2.144 -2.436
O 0.477 2.621 -1.193
N 0.492 -0.356 -0.909
N -1.311 1.328 -1.676
N -0.243 1.686 -1.282
C 1.500 -1.676 0.605
C 0.319 -0.684 0.434
C -1.068 -1.160 0.827
C 0.632 0.638 1.182
H 1.419 -2.116 1.570
H 1.425 -2.432 -0.175
H 1.347 1.228 0.563
H -0.296 -0.713 -1.534
H -1.871 -0.625 0.365
H -0.221 1.331 1.208
H -1.788 3.087 -2.563
H -1.107 -1.347 1.851
H 1.260 0.478 2.204
H 2.408 -1.123 0.498
H -1.139 -2.310 0.461
*
```

## Properties
- energy (Ha) = -473.47304
- LUMO level (spin up / spin down) (eV) = -1.17 / -0.17
- orbital gap (spin up / spin down) (eV) = 8.18 / 9.33
- energy above the lowest of the compared OMol25 structures with the same formula, charge and spin (kJ/mol) = 865.7

natural (NBO) population analysis, charges in e, atoms 1 to 2: -0.5483 -0.3402


[2]
Formula: C15H36AsBF4NOSSeSi3Sn
Source: the Open Molecules 2025 dataset
Level of theory: wB97M-V/def2-TZVPD

```
! RIJCOSX wB97M-V def2-TZVPD def2/J DEFGRID3
* xyz -1 1
Sn -0.596 -0.596 1.197
Se -1.849 -1.530 -1.108
As 0.782 1.268 -0.245
S -4.489 3.120 -2.410
Si 2.262 -0.319 -1.158
Si -1.566 -3.703 -1.547
Si 2.333 2.362 1.129
F -0.986 -0.479 4.376
F 0.806 0.089 5.720
F 1.156 -1.171 3.825
F 0.556 1.033 3.630
O -2.772 1.808 2.033
N -2.523 2.306 -1.008
C -2.332 1.829 -2.282
C 1.493 3.655 2.195
C 2.565 -1.776 -0.028
C -3.620 2.994 -0.941
C 3.932 0.407 -1.609
C -2.581 0.690 1.439
C -1.623 2.635 2.346
C -3.877 0.015 1.179
C -1.907 -3.973 -3.369
C 0.168 -4.302 -1.174
C -3.291 2.172 -3.178
C 1.547 -0.912 -2.781
C 3.483 1.322 2.162
C 3.368 3.414 -0.044
C -2.764 -4.770 -0.580
B 0.392 -0.156 4.415
H 4.072 0.644 1.541
H 1.675 -2.405 0.037
H -2.626 -5.831 -0.813
H 2.918 0.719 2.875
H 0.967 3.209 3.038
H -1.473 1.208 -2.483
H -3.793 -4.496 -0.822
H -3.878 -0.931 1.729
H 2.139 -1.738 -3.188
H -0.864 2.480 1.587
H 3.390 -2.395 -0.393
H 3.900 4.183 0.525
H -1.987 3.659 2.336
H 4.491 -0.334 -2.190
H 2.719 3.912 -0.770
H 0.517 -1.251 -2.655
H -2.623 -4.632 0.494
H 0.449 -4.048 -0.151
H 3.815 1.304 -2.221
H 4.171 1.967 2.718
H 0.889 -3.828 -1.845
H -2.954 -3.760 -3.596
H 0.249 -5.386 -1.292
H 0.783 4.236 1.600
H -4.732 0.630 1.466
H -3.983 3.462 -0.036
H 1.543 -0.095 -3.508
H -3.359 1.909 -4.220
H -1.256 2.347 3.325
H 4.101 2.837 -0.604
H 4.527 0.673 -0.734
H -1.691 -5.004 -3.662
H 2.792 -1.447 0.989
H -3.916 -0.269 0.126
H -1.292 -3.303 -3.974
H 2.251 4.341 2.584
*
```

## Properties
- energy (Ha) = -7266.05212
- LUMO level (eV) = 2.16
- orbital gap (eV) = 6.31
- energy above the lowest of the compared OMol25 structures with the same formula, charge and spin (kJ/mol) = 48.1

natural (NBO) population analysis, charges in e, atoms 1 to 2: 0.8902 -0.8277


[3]
Formula: C14H17N3O2S
Source: the Open Molecules 2025 dataset
Level of theory: wB97M-V/def2-TZVPD

```
! RIJCOSX wB97M-V def2-TZVPD def2/J DEFGRID3
* xyz 0 1
S -1.863 0.710 0.895
O 1.403 0.238 -0.203
O 2.317 -2.046 3.946
N 1.022 -0.802 1.760
N -3.059 1.404 -1.397
N -0.843 1.160 -1.614
C 2.983 -1.910 2.695
C 1.951 -1.887 1.558
C -0.688 1.699 -4.075
C -1.938 1.123 -0.800
C -2.716 1.647 -2.702
C -2.874 2.193 -5.001
C 3.968 -3.086 2.570
C 0.848 0.193 0.884
C 3.977 -3.690 3.975
C -3.506 1.999 -3.791
C -1.316 1.500 -2.857
C -1.492 2.046 -5.142
C 2.574 -3.337 4.464
C -0.154 1.248 1.314
H 0.575 -0.777 2.665
H 4.721 -3.194 4.598
H 0.039 2.194 0.811
H 4.952 -2.757 2.247
H 4.164 -4.760 3.977
H -1.044 2.207 -6.112
H -4.572 2.114 -3.679
H -3.458 2.467 -5.867
H 3.589 -3.810 1.847
H 2.442 -1.732 0.595
H 3.501 -0.943 2.718
H 1.837 -4.057 4.079
H 0.113 0.927 -1.362
H 2.485 -3.281 5.549
H -0.154 1.389 2.393
H 1.402 -2.835 1.542
H 0.380 1.584 -4.181
*
```

## Properties
- energy (Ha) = -1256.66169
- LUMO level (eV) = 0.47
- SMILES = O=C(CSc1nc2ccccc2[nH]1)NC[C@@H]1CCCO1
- orbital gap (eV) = 8.39
- energy above the lowest of the compared OMol25 structures with the same formula, charge and spin (kJ/mol) = 88.2

natural (NBO) population analysis, charges in e, atoms 1 to 2: 0.2936 -0.6636


[4]
Formula: C3H5NO
Source: the Open Molecules 2025 dataset
Level of theory: wB97M-V/def2-TZVPD

```
! RIJCOSX wB97M-V def2-TZVPD def2/J DEFGRID3
* xyz 0 1
O 0.100 -1.556 -0.144
N 1.349 -1.019 0.001
C -0.147 0.786 -0.135
C -0.938 -0.538 0.087
C 1.292 0.275 0.024
H 2.247 0.763 0.095
H -1.312 -0.631 1.098
H -0.388 1.276 -1.072
H -1.730 -0.748 -0.669
H -0.474 1.393 0.716
*
```

## Properties
- energy (Ha) = -247.22878
- LUMO level (eV) = 1.01
- SMILES = C1=NOCC1
- orbital gap (eV) = 10.39
- energy above the lowest of the compared OMol25 structures with the same formula, charge and spin (kJ/mol) = 206.0

natural (NBO) population analysis, charges in e, atoms 1 to 2: -0.3743 -0.0658


[5]
Formula: C3HLaLiO4
Source: the Open Molecules 2025 dataset
Level of theory: wB97M-V/def2-TZVPD

```
! RIJCOSX wB97M-V def2-TZVPD def2/J DEFGRID3
* xyz 3 1
La -3.123 1.601 -1.266
O 1.544 0.129 3.837
O -0.637 0.991 -0.427
O 1.418 0.931 0.385
O -0.100 -0.549 1.136
C 0.099 0.279 0.278
C 1.572 0.466 2.664
C 2.034 1.072 1.627
Li 2.347 -0.780 5.171
H 2.364 0.474 0.096
*
```

## Properties
- energy (Ha) = -453.70595
- LUMO level (spin up / spin down) (eV) = -11.79 / -13.63
- orbital gap (spin up / spin down) (eV) = 9.89 / 4.20
- energy above the lowest of the compared OMol25 structures with the same formula, charge and spin (kJ/mol) = 302.5

natural (NBO) population analysis, charges in e, atoms 1 to 2: 1.9713 -0.5134


[6]
Formula: C4H11NO2
Source: the Open Molecules 2025 dataset
Level of theory: wB97M-V/def2-TZVPD

```
! RIJCOSX wB97M-V def2-TZVPD def2/J DEFGRID3
* xyz 0 1
O 1.720 -0.856 3.327
O 0.523 -1.157 0.976
N -0.705 -0.049 -0.631
C 0.136 1.625 -2.263
C -0.779 0.342 -2.016
C -1.462 0.715 0.362
C 0.287 -0.815 -0.176
H -0.167 2.037 -3.229
H 1.015 -1.184 -0.919
H -1.946 1.531 -0.155
H -0.440 -0.450 -2.688
H 1.208 -1.621 3.069
H -0.114 2.336 -1.449
H -2.216 0.070 0.828
H 1.210 1.471 -2.229
H -0.810 1.025 1.193
H 2.212 -0.541 2.574
H -1.781 0.705 -2.237
*
```

## Properties
- energy (Ha) = -364.23099
- LUMO level (eV) = 0.75
- SMILES = CCN(C)C=O.O
- orbital gap (eV) = 10.27
- energy above the lowest of the compared OMol25 structures with the same formula, charge and spin (kJ/mol) = 97.6

natural (NBO) population analysis, charges in e, atoms 1 to 2: -0.9531 -0.6528


[7]
Formula: C5H12NP
Source: the Open Molecules 2025 dataset
Level of theory: wB97M-V/def2-TZVPD

```
! RIJCOSX wB97M-V def2-TZVPD def2/J DEFGRID3
* xyz 0 1
P -2.528 1.717 -0.325
N -1.073 2.100 0.048
C -0.034 1.368 0.659
C 0.330 -0.397 -0.047
C 1.555 -0.304 -0.804
C 0.488 -1.363 1.207
C -0.824 -0.864 -0.821
H -1.616 -0.914 -0.134
H 1.828 -1.328 -0.994
H 1.446 0.210 -1.814
H 0.946 1.967 0.470
H -0.968 -0.132 -1.696
H -0.563 -1.520 1.759
H -2.734 3.118 -0.567
H 2.383 0.191 -0.199
H -0.495 -1.905 -1.172
H -0.073 1.271 1.747
H 1.134 -0.904 1.901
H 0.797 -2.312 0.782
*
```

## Properties
- energy (Ha) = -593.69166
- LUMO level (eV) = -0.20
- orbital gap (eV) = 7.82
- energy above the lowest of the compared OMol25 structures with the same formula, charge and spin (kJ/mol) = 275.8

natural (NBO) population analysis, charges in e, atoms 1 to 2: 0.7622 -0.8432


[8]
Formula: C18H56N2O20P5
Source: the Open Molecules 2025 dataset
Level of theory: wB97M-V/def2-TZVPD

```
! RIJCOSX wB97M-V def2-TZVPD def2/J DEFGRID3
* xyz 1 1
P 0.812 -0.098 -4.091
P 1.526 3.569 2.078
P 7.061 3.164 -3.447
P -4.615 2.367 -0.266
P -2.478 -7.161 2.314
O -0.035 3.478 2.278
O 1.576 3.990 0.556
O 1.982 0.723 -4.403
O -2.562 -8.469 3.204
O 5.677 2.623 -2.879
O 1.881 4.863 2.924
O -5.051 3.249 -1.346
O -3.588 -6.163 2.885
O -3.810 3.021 0.915
O 8.052 1.929 -3.439
O 6.958 3.881 -4.718
O -1.148 -6.560 2.210
O 7.616 3.978 -2.221
O -0.398 0.651 -3.394
O 2.289 2.369 2.430
O -3.176 -7.605 0.986
O -3.598 1.224 -0.688
O -5.798 1.633 0.510
O 0.073 -0.776 -5.295
O 1.131 -1.344 -3.149
N -3.311 -1.276 3.504
N -4.662 -1.232 2.956
C 7.155 5.320 -2.023
C -0.533 2.873 3.472
C 2.785 3.836 -0.206
C 0.009 -1.930 2.978
C 1.658 -1.090 -1.847
C -4.258 4.284 1.437
C 8.256 1.175 -4.641
C -2.193 -8.397 4.585
C -3.681 0.637 -1.997
C -0.151 1.744 -2.496
C -2.412 -8.342 0.011
C -6.666 0.776 -0.237
C 3.207 5.401 2.831
C 0.854 -1.379 -6.341
C -3.190 -5.157 3.801
C 4.956 1.641 -3.636
C -2.346 -1.239 2.365
C -0.974 -0.755 2.817
H -0.954 3.638 4.123
H -4.977 4.757 0.772
H -3.065 -8.135 5.185
H 0.246 2.327 4.002
H -3.389 4.928 1.537
H 7.779 0.201 -4.537
H -0.347 1.409 -1.477
H 3.901 1.730 -3.401
H 2.540 3.324 -1.133
H -0.835 2.552 -2.742
H 3.947 4.615 2.677
H 8.021 5.944 -1.816
H 0.775 -1.708 3.708
H -2.743 -9.378 0.015
H -4.708 4.124 2.415
H 3.424 5.908 3.767
H -4.844 -0.276 2.642
H -2.684 0.621 -2.427
H 3.183 4.821 -0.440
H 2.293 -0.203 -1.836
H -3.596 -5.371 4.791
H 2.256 -1.949 -1.556
H -1.393 -7.672 4.748
H 9.326 1.037 -4.774
H -3.606 -4.209 3.443
H 0.439 -1.058 -7.292
H 0.837 -0.964 -1.137
H -1.320 2.179 3.181
H -2.606 -7.902 -0.963
H 3.533 3.254 0.331
H -4.342 1.196 -2.658
H -2.105 -5.063 3.859
H 6.645 5.703 -2.907
H -1.345 -8.293 0.220
H -2.762 -0.578 1.612
H -1.838 -9.378 4.885
H 0.780 -2.462 -6.259
H 5.298 0.643 -3.357
H 3.251 6.122 2.014
H 0.464 -2.155 2.023
H -0.608 -0.083 2.051
H 5.084 1.790 -4.708
H 1.898 -1.074 -6.287
H -6.801 1.136 -1.258
H 7.855 1.694 -5.511
H -5.338 -1.457 3.689
H -0.521 -2.815 3.322
H -1.036 -0.214 3.754
H 6.481 5.342 -1.168
H -2.254 -2.239 1.951
H 0.873 2.107 -2.578
H -3.262 -2.182 3.964
H -4.793 -1.853 2.147
H -4.040 -0.388 -1.899
H -6.261 -0.237 -0.253
H -7.632 0.768 0.259
*
```

## Properties
- energy (Ha) = -4040.69178
- LUMO level (eV) = -3.57
- orbital gap (eV) = 7.95

Löwdin population analysis, charges in e, atoms 1 to 2: 0.3442 0.3273


[9]
Formula: C2I2N2O2
Source: the Open Molecules 2025 dataset
Level of theory: wB97M-V/def2-TZVPD

```
! RIJCOSX wB97M-V def2-TZVPD def2/J DEFGRID3
* xyz 0 1
I -1.703 1.603 -1.943
I 2.211 1.035 -1.731
O -1.986 -1.406 1.156
O 1.497 -0.731 1.956
N -1.707 -0.604 0.326
N 1.653 -0.253 0.880
C 1.372 0.176 -0.175
C -1.337 0.180 -0.470
*
```

## Properties
- energy (Ha) = -931.35126
- LUMO level (eV) = -1.17
- SMILES = [O-][N+]#CI.[O-][N+]#CI
- orbital gap (eV) = 7.94
- energy above the lowest of the compared OMol25 structures with the same formula, charge and spin (kJ/mol) = 190.0

natural (NBO) population analysis, charges in e, atoms 1 to 2: 0.3044 0.3017


[10]
Formula: C14H27BHgN4PS2
Source: the Open Molecules 2025 dataset
Level of theory: wB97M-V/def2-TZVPD

```
! RIJCOSX wB97M-V def2-TZVPD def2/J DEFGRID3
* xyz 0 2
Hg -0.201 1.451 0.077
S 2.281 0.535 -0.411
S -0.106 0.912 2.809
P -2.487 -0.115 0.087
N 2.638 1.177 2.805
N 2.214 -1.157 1.778
N 1.556 3.068 2.856
N 1.214 -1.936 0.005
C -3.275 -2.346 1.770
C 3.560 2.197 2.788
C -3.588 0.936 1.119
C 1.039 -2.869 1.009
C -5.062 0.550 1.210
C 1.911 -0.880 0.501
C -3.928 0.414 -2.240
C 2.900 3.375 2.818
C -2.126 -1.621 1.075
C 1.415 1.721 2.838
C 0.716 -2.039 -1.348
C 0.472 4.025 2.840
C -3.570 -0.709 -1.269
C 1.657 -2.372 2.101
B 3.058 -0.331 2.804
H -5.206 -0.442 1.631
H -2.920 -3.288 2.192
H -5.591 1.263 1.843
H -4.095 -2.577 1.089
H -0.380 3.605 3.368
H -3.669 -1.751 2.594
H 3.254 4.390 2.820
H 1.766 -2.783 3.087
H -4.482 1.209 -1.739
H 0.173 4.250 1.815
H -0.206 -1.465 -1.474
H -4.470 -1.171 -0.859
H 0.803 4.937 3.334
H -1.621 -2.292 0.372
H 0.523 -3.087 -1.572
H -3.116 0.974 2.103
H -3.491 1.950 0.721
H 1.458 -1.642 -2.037
H 4.613 1.990 2.751
H -3.009 -1.493 -1.784
H -1.364 -1.334 1.808
H -3.029 0.860 -2.668
H 4.224 -0.365 2.499
H 2.850 -0.810 3.892
H -5.540 0.568 0.229
H -4.546 0.041 -3.057
H 0.517 -3.795 0.846
*
```

## Properties
- energy (Ha) = -2084.76134
- LUMO level (spin up / spin down) (eV) = 0.56 / -0.78
- <S²> = 0.7559
- orbital gap (spin up / spin down) (eV) = 6.62 / 6.61

natural (NBO) population analysis, charges in e, atoms 1 to 2: 0.6107 -0.3635


[11]
Formula: C13H11IrN2O5
Source: the Open Molecules 2025 dataset
Level of theory: wB97M-V/def2-TZVPD

```
! RIJCOSX wB97M-V def2-TZVPD def2/J DEFGRID3
* xyz 0 5
Ir 0.028 0.037 -0.106
O -1.551 -1.993 5.342
O 1.599 -1.091 0.374
O -1.681 0.892 0.100
O -3.570 1.013 1.363
O 2.576 -2.255 2.015
N 0.582 0.742 -1.996
N -0.471 -0.619 1.623
C -0.241 1.250 -2.951
C 1.644 -1.636 1.563
C 0.363 -1.386 2.341
C 1.839 0.777 -2.507
C -2.105 -0.727 3.384
C -1.690 1.361 -2.769
C 3.016 0.323 -1.760
C -2.426 0.597 1.205
C -1.712 -0.253 2.122
C 1.818 1.316 -3.822
C 0.513 1.622 -4.097
C -1.243 -1.510 4.116
C 0.043 -1.849 3.583
H 2.917 -0.735 -1.507
H 3.927 0.480 -2.329
H 3.079 0.841 -0.802
H 0.722 -2.457 4.151
H 2.674 1.448 -4.454
H -2.438 -1.706 5.592
H 0.111 2.053 -4.991
H -1.913 2.005 -1.914
H -2.171 1.749 -3.660
H -2.112 0.389 -2.505
H -3.086 -0.454 3.744
*
```

## Properties
- energy (Ha) = -1091.95555
- LUMO level (spin up / spin down) (eV) = 0.32 / -2.81
- <S²> = 6.0295
- orbital gap (spin up / spin down) (eV) = 5.86 / 6.25

natural (NBO) population analysis, charges in e, atoms 1 to 2: 1.3219 -0.6489


[12]
Formula: C4H6N2O
Source: the Open Molecules 2025 dataset
Level of theory: wB97M-V/def2-TZVPD

```
! RIJCOSX wB97M-V def2-TZVPD def2/J DEFGRID3
* xyz 0 1
O -0.105 -0.371 -0.423
N -1.305 -0.839 1.488
N -1.493 -2.111 -0.504
C 1.333 1.471 -0.780
C 0.428 0.793 0.223
C -1.091 -3.218 -0.656
C -0.996 -1.048 0.286
H 2.176 0.826 -1.047
H 1.724 2.398 -0.351
H 0.956 0.488 1.132
H -0.418 1.419 0.518
H 0.780 1.714 -1.691
H -1.988 -1.522 1.805
*
```

## Properties
- energy (Ha) = -340.70550
- LUMO level (eV) = 0.53
- orbital gap (eV) = 11.30
- energy above the lowest of the compared OMol25 structures with the same formula, charge and spin (kJ/mol) = 234.7

natural (NBO) population analysis, charges in e, atoms 1 to 2: -0.4845 -0.7041


[13]
Formula: C16H23BF4N6O2S2V
Source: the Open Molecules 2025 dataset
Level of theory: wB97M-V/def2-TZVPD

```
! RIJCOSX wB97M-V def2-TZVPD def2/J DEFGRID3
* xyz 3 1
V -0.715 0.018 -0.201
S -2.293 2.004 0.766
S -2.320 -1.878 -0.286
F -1.215 0.175 -1.833
F 0.919 1.248 -2.520
F 0.119 -0.089 -4.106
F -0.033 2.179 -4.345
O -2.704 0.664 0.287
O -2.587 2.282 2.121
N -0.696 1.625 0.631
N -4.361 6.240 -2.742
N -0.284 -0.986 1.576
N 1.357 1.082 0.200
N 0.560 -1.493 -0.895
N 0.852 3.401 0.348
C -3.724 2.928 -1.366
C -1.529 -1.303 2.292
C -0.100 -2.509 -1.749
C -2.460 4.592 -0.111
C 2.132 3.673 0.161
C 0.635 -2.139 1.487
C 1.412 -2.072 0.165
C 3.086 2.672 -0.025
C -2.962 5.585 -0.918
C -3.880 5.278 -1.961
C -1.238 -3.189 -1.006
C -2.835 3.271 -0.349
C 0.521 2.125 0.398
C 2.637 1.360 -0.035
C -4.254 3.919 -2.158
C -2.381 -2.289 1.490
B 0.339 1.127 -3.717
H -3.427 -2.199 1.794
H -4.001 1.893 -1.507
H -2.087 -3.331 1.627
H -5.008 6.043 -3.496
H -0.493 -2.004 -2.638
H -2.093 -0.374 2.439
H -4.974 3.673 -2.923
H 2.305 -1.454 0.300
H 1.349 -2.142 2.318
H 2.395 4.723 0.160
H 1.166 -0.973 -1.533
H 0.056 -3.060 1.554
H 1.749 -3.079 -0.111
H -1.793 4.826 0.705
H -1.321 -1.736 3.282
H -0.894 -3.876 -0.233
H 4.134 2.899 -0.142
H 0.631 -3.258 -2.086
H -1.854 -3.759 -1.709
H 0.186 -0.254 2.116
H 3.327 0.542 -0.197
H -4.110 7.209 -2.593
H -2.672 6.612 -0.758
*
```

## Properties
- energy (Ha) = -3266.39828
- LUMO level (spin up / spin down) (eV) = -12.39 / -12.38
- orbital gap (spin up / spin down) (eV) = 3.69 / 3.71

natural (NBO) population analysis, charges in e, atoms 1 to 2: 1.3675 2.2819